{"formula": "C26H40Cl4CrF18N3O30S6", "method": "ωB97M-V/def2-TZVPD", "species": ["Cr", "C", "F", "F", "F", "S", "O", "O", "N", "S", "O", "O", "C", "F", "F", "F", "C", "F", "F", "F", "S", "O", "O", "N", "S", "O", "O", "C", "F", "F", "F", "C", "F", "F", "F", "S", "O", "O", "N", "S", "O", "O", "C", "F", "F", "F", "C", "Cl", "Cl", "H", "H", "C", "Cl", "Cl", "H", "H", "C", "O", "C", "O", "O", "C", "H", "H", "H", "H", "H", "H", "C", "O", "C", "O", "O", "C", "H", "H", "H", "H", "H", "H", "C", "O", "C", "O", "O", "C", "H", "H", "H", "H", "H", "H", "C", "O", "C", "O", "O", "C", "H", "H", "H", "H", "H", "H", "C", "O", "C", "O", "O", "C", "H", "H", "H", "H", "H", "H", "C", "O", "C", "O", "O", "C", "H", "H", "H", "H", "H", "H"], "xyz": [[16.216, 15.648, 18.217], [16.554, 21.063, 20.189], [16.396, 21.606, 19.012], [17.557, 21.328, 20.903], [15.384, 21.195, 20.826], [16.672, 19.099, 20.109], [17.624, 18.720, 21.165], [15.263, 18.724, 20.106], [17.301, 18.561, 18.716], [18.809, 18.842, 18.380], [19.364, 20.070, 18.695], [19.542, 17.632, 18.414], [18.513, 19.076, 16.539], [17.839, 20.319, 16.403], [19.647, 19.197, 15.917], [17.738, 18.015, 16.038], [18.151, 13.287, 15.533], [17.974, 12.957, 14.212], [17.441, 12.546, 16.376], [19.400, 13.229, 15.986], [17.671, 15.059, 15.580], [18.317, 15.634, 16.771], [18.008, 15.578, 14.299], [16.095, 15.084, 16.055], [14.715, 14.738, 15.131], [15.079, 13.650, 14.304], [13.618, 14.877, 16.060], [14.739, 16.261, 14.074], [15.500, 17.252, 14.493], [15.298, 15.857, 12.849], [13.504, 16.698, 13.839], [14.615, 15.888, 22.152], [14.250, 15.052, 23.055], [13.512, 16.544, 21.640], [15.453, 16.714, 22.741], [15.558, 14.997, 20.790], [16.585, 15.952, 20.289], [16.045, 13.745, 21.363], [14.742, 14.869, 19.398], [13.320, 13.981, 19.384], [13.277, 13.718, 20.805], [12.200, 14.621, 18.778], [13.741, 12.480, 18.335], [14.021, 11.482, 19.244], [12.735, 12.037, 17.599], [14.829, 12.781, 17.573], [17.875, 15.111, 11.339], [19.537, 14.548, 11.157], [16.712, 14.484, 10.225], [17.604, 14.925, 12.359], [17.847, 16.164, 11.169], [10.323, 16.672, 13.720], [8.641, 16.249, 13.603], [10.703, 17.576, 15.158], [10.856, 15.734, 13.807], [10.514, 17.226, 12.810], [21.325, 11.295, 13.431], [21.764, 10.178, 14.222], [22.232, 9.081, 13.705], [22.675, 8.182, 14.409], [22.180, 9.073, 12.384], [22.678, 7.937, 11.708], [20.483, 10.988, 12.872], [22.030, 11.578, 12.696], [21.041, 12.088, 14.106], [22.073, 7.056, 11.856], [23.708, 7.741, 11.992], [22.794, 8.125, 10.650], [9.695, 13.610, 15.864], [9.758, 12.151, 15.963], [9.441, 11.663, 17.222], [9.454, 12.276, 18.282], [9.361, 10.330, 17.081], [9.115, 9.532, 18.277], [8.687, 14.022, 15.780], [10.153, 13.895, 14.939], [10.179, 14.172, 16.649], [9.730, 9.859, 19.109], [9.455, 8.508, 17.986], [8.061, 9.496, 18.582], [19.772, 15.332, 20.730], [18.748, 15.148, 19.738], [18.414, 14.037, 19.196], [17.336, 14.025, 18.563], [19.208, 13.082, 19.183], [18.795, 11.729, 18.906], [20.079, 14.430, 21.227], [19.324, 16.018, 21.396], [20.627, 15.777, 20.203], [17.795, 11.441, 19.271], [19.567, 11.121, 19.276], [18.773, 11.659, 17.835], [17.609, 18.903, 12.617], [18.166, 19.379, 11.408], [17.985, 18.698, 10.248], [17.190, 17.713, 10.171], [18.693, 19.125, 9.276], [18.567, 18.317, 8.085], [16.631, 18.458, 12.583], [17.412, 19.785, 13.256], [18.330, 18.252, 13.115], [17.688, 18.675, 7.545], [18.414, 17.276, 8.275], [19.450, 18.518, 7.431], [10.423, 11.659, 12.098], [11.221, 12.616, 12.827], [12.057, 13.464, 12.262], [12.707, 14.240, 12.912], [12.108, 13.265, 10.972], [12.952, 14.108, 10.204], [9.685, 11.251, 12.772], [11.072, 10.848, 11.753], [9.962, 12.111, 11.242], [13.887, 14.395, 10.630], [12.497, 15.109, 9.878], [13.174, 13.532, 9.315], [12.088, 17.917, 18.989], [13.217, 17.123, 18.517], [14.084, 17.674, 17.753], [15.204, 17.160, 17.562], [13.722, 18.766, 17.184], [14.430, 19.433, 16.126], [12.552, 18.645, 19.630], [11.345, 17.385, 19.526], [11.585, 18.432, 18.159], [13.937, 19.156, 15.202], [15.504, 19.166, 16.133], [14.321, 20.483, 16.302]], "lowdin_spin": [2.97, 0.00, 0.00, 0.00, 0.00, 0.00, 0.00, 0.00, 0.01, 0.00, 0.00, 0.00, 0.00, 0.00, 0.00, 0.00, 0.00, 0.00, 0.00, 0.00, 0.00, 0.00, 0.00, -0.02, 0.00, 0.00, 0.00, 0.00, 0.00, 0.00, 0.00, 0.00, 0.00, 0.00, 0.00, 0.00, 0.00, 0.00, -0.02, 0.00, -0.01, 0.00, 0.00, 0.00, 0.00, 0.00, 0.00, 0.00, 0.00, 0.00, 0.00, 0.00, 0.00, 0.00, 0.00, 0.00, 0.00, 0.00, 0.00, 0.00, 0.00, 0.00, 0.00, 0.00, 0.00, 0.00, 0.00, 0.00, 0.00, 0.00, 0.00, 0.00, 0.00, 0.00, 0.00, 0.00, 0.00, 0.00, 0.00, 0.00, 0.00, 0.01, 0.00, 0.00, 0.00, 0.00, 0.00, 0.00, 0.00, 0.00, 0.00, 0.00, 0.00, 0.00, 0.00, 0.00, 0.00, 0.00, 0.00, 0.00, 0.00, 0.00, 0.00, 0.00, 0.00, 0.00, 0.00, 0.00, 0.00, 0.00, 0.00, 0.00, 0.00, 0.00, 0.00, 0.00, 0.00, 0.00, 0.01, 0.02, 0.00, 0.00, 0.00, 0.00, 0.00, 0.00, 0.00, 0.00], "lumo_energy_ev": [-2.444, -1.203], "total_energy_ev": -285937.0464, "e_homo_ev": [-9.7, -9.7], "multiplicity": 4}